{"formula": "C17H46Li2N7O9", "method": "ωB97M-V/def2-TZVPD", "symbols": ["Li", "Li", "C", "O", "H", "H", "H", "C", "C", "O", "O", "H", "H", "H", "H", "H", "H", "C", "C", "O", "O", "H", "H", "H", "H", "H", "H", "C", "O", "N", "N", "H", "H", "H", "H", "C", "O", "N", "N", "H", "H", "H", "H", "C", "O", "N", "N", "H", "H", "H", "H", "C", "C", "C", "C", "C", "C", "N", "O", "C", "C", "C", "H", "H", "H", "H", "H", "H", "H", "H", "H", "H", "H", "H", "H", "H", "H", "H", "H", "H", "H"], "xyz": [[-2.75979, 3.33011, -1.30158], [-2.77241, 0.04717, 1.49011], [-1.03186, 1.96614, 0.66428], [-2.25180, 1.45176, 0.13940], [-0.60062, 1.41275, 1.49849], [-0.21591, 1.82354, -0.04425], [-1.11965, 3.02437, 0.91030], [-3.29112, 2.46831, -4.01767], [-2.08198, 1.69663, -3.46881], [-1.28075, 2.64578, -2.94013], [-4.01487, 3.03525, -2.97675], [-4.00303, 1.83689, -4.54927], [-2.91454, 3.35693, -4.52428], [-1.39314, 1.21059, -4.15972], [-2.43973, 1.04931, -2.66812], [-0.48419, 2.14581, -2.74748], [-4.91876, 3.21127, -3.24803], [-3.22053, 5.19277, 0.62441], [-2.37225, 5.94896, -0.30765], [-1.47124, 5.07447, -0.95818], [-4.01297, 4.27633, -0.13931], [-3.93411, 5.79890, 1.18254], [-2.49477, 4.60177, 1.18307], [-1.78269, 6.66539, 0.26441], [-2.96519, 6.25468, -1.16966], [-0.99649, 5.55918, -1.63734], [-4.87872, 4.46494, 0.23017], [2.77516, 4.34567, -0.22030], [3.06194, 3.26200, 0.20550], [1.69246, 4.60321, -0.91270], [3.61784, 5.30076, -0.30528], [0.90441, 3.97963, -1.01382], [1.66551, 5.42033, -1.50574], [3.19275, 6.21660, -0.33022], [4.43270, 5.09441, 0.25466], [1.05810, -0.04225, 4.38149], [0.18309, -0.88622, 4.56837], [2.34394, -0.38222, 4.31873], [0.86989, 1.23710, 4.30396], [2.62407, -1.30995, 4.03423], [3.01916, 0.34837, 4.14431], [-0.05370, 1.63269, 4.40690], [1.71274, 1.78003, 4.42619], [2.22910, 0.51812, -2.04951], [2.03679, -0.59670, -2.47990], [2.47462, 0.72068, -0.78700], [2.13757, 1.64194, -2.64021], [2.44721, -0.12759, -0.23946], [2.38760, 1.62495, -0.34562], [2.41466, 2.34928, -1.97463], [2.06850, 1.77352, -3.63922], [2.31443, -3.47019, 0.31545], [0.75395, -3.32571, 0.55305], [0.03796, -3.36409, -0.85619], [0.01214, -4.70045, -1.44578], [-0.45251, -5.79423, -0.52645], [0.11738, -5.80781, 0.95888], [0.27929, -4.38474, 1.44936], [0.64895, -4.29564, 2.81084], [-0.98323, -6.37899, 1.74808], [1.40273, -6.72973, 1.02186], [0.39262, -1.93513, 1.13867], [2.62845, -3.87448, -0.64686], [2.83899, -2.51616, 0.36816], [2.70924, -3.97231, 1.19869], [-1.01075, -3.07929, -0.77140], [0.38582, -2.56192, -1.50704], [-0.66147, -4.93693, -2.26945], [0.94392, -4.99258, -1.93011], [-0.16948, -6.67264, -1.10643], [-1.54053, -5.78616, -0.46120], [-0.79903, -6.45481, 2.81973], [-1.37255, -7.36899, 1.51053], [-1.91577, -5.83292, 1.89046], [2.10790, -6.46523, 0.23391], [1.25402, -7.80883, 0.98270], [1.97835, -6.65939, 1.94480], [-0.53969, -1.97459, 1.70200], [1.16983, -1.53914, 1.79231], [0.27133, -1.13529, 0.40816], [1.60473, -4.23600, 2.74357]], "orbital_gap_ha": 0.2501, "fmax_ev_per_a": 6.10, "lumo_ha": -0.1031, "total_charge": 1, "de_lowest_kj_mol": 308.7}